No. 1
Computed, not measured: a structure of composition C3H9MnNO12S2, with wB97M-V/def2-TZVPD.

The frontier orbital gap (spin up / spin down) is 0.12377 / 0.12378 hartree. As for the multiplicity: 6. The LUMO energy (spin up / spin down) is 8.635 / 8.626 eV. Its HOMO energy (spin up / spin down) is 5.27 / 5.26 eV. Its total charge is -4.

Element x y z (Å)
Mn1 -0.1084 0.0589 -0.6881
C1 -2.4468 -2.1774 0.5565
O1 -1.4543 -1.3346 0.1690
H1 -2.4792 -2.3952 1.6498
H2 -3.4769 -1.8140 0.3793
H3 -2.3155 -3.1611 0.0705
C2 2.3209 -1.4805 -1.2182
O2 1.7444 -0.2706 -1.6489
H4 1.5566 -2.2135 -0.8983
H5 2.7511 -1.8724 -2.1604
H6 3.0758 -1.3438 -0.4250
S1 -0.8256 0.9922 -3.8754
O3 -1.1966 -0.1606 -4.7601
O4 -1.9196 1.9601 -4.1627
O5 -0.9528 0.5046 -2.4913
O6 0.4884 1.5463 -4.1386
S2 1.2872 2.9073 0.1512
O7 0.8706 4.2153 0.7033
O8 1.7505 3.0567 -1.2292
O9 2.3964 2.5371 1.0617
O10 0.1813 1.8800 0.1350
C3 -0.5921 -0.5794 3.6142
N1 0.3263 0.2636 2.7982
O11 0.4823 1.4308 3.0477
O12 0.9685 -0.3510 1.9585
H7 -0.9463 -1.4160 3.0185
H8 -1.4516 0.0418 3.8667
H9 -0.0345 -0.8248 4.5160

No. 2
Computed, not measured: a cluster of 2 separate species, C3H9N in total, with wB97M-V/def2-TZVPD.

The frontier orbital gap is 0.39621 hartree. As for the multiplicity: 1. The energy above the lowest of the compared OMol25 structures with the same formula, charge and spin is 143.0 kJ/mol. The LUMO energy is 1.242 eV. Its HOMO energy is -9.54 eV. Its total charge is 0. Its SMILES is C=NC.C.

Element x y z (Å)
C1 0.8219 -6.0770 -1.1168
H1 1.4909 -5.3476 -0.6647
H2 0.4599 -5.8494 -2.1095
H3 0.0391 -6.2359 -0.3718
H4 1.3018 -7.0572 -1.0448
C2 0.0537 3.1504 0.0380
C3 -1.2868 4.6326 1.3498
N1 -1.2168 3.6493 0.5735
H5 0.2709 3.6441 -0.9090
H6 -0.2232 2.1008 -0.0378
H7 0.9475 3.3394 0.6497
H8 -2.2270 4.9303 1.8104
H9 -0.4319 5.1202 1.8331

No. 3
Computed, not measured: a cluster of 2 separate species, C3H9N in total, with wB97M-V/def2-TZVPD.

The frontier orbital gap is 0.39215 hartree. As for the multiplicity: 1. The energy above the lowest of the compared OMol25 structures with the same formula, charge and spin is 108.9 kJ/mol. The LUMO energy is 0.943 eV. Its HOMO energy is -9.73 eV. Its total charge is 0. Its SMILES is C=NC.C.

Element x y z (Å)
C1 -1.9250 1.3516 2.3437
H1 -1.1483 2.1025 2.4602
H2 -1.7296 0.7781 1.4396
H3 -1.9117 0.7294 3.2342
H4 -2.9090 1.8181 2.2793
C2 1.1141 -1.8546 -1.6696
C3 1.3597 0.4287 -1.3016
N1 1.5095 -0.5116 -2.1183
H5 1.1991 -1.9505 -0.5840
H6 0.0960 -2.0230 -2.0239
H7 1.7394 -2.5753 -2.1973
H8 1.5994 1.4492 -1.5878
H9 1.0063 0.2573 -0.2744

No. 4
Computed, not measured: a cluster of 2 separate species, C3H9N in total, with wB97M-V/def2-TZVPD.

The frontier orbital gap is 0.38451 hartree. As for the multiplicity: 1. The energy above the lowest of the compared OMol25 structures with the same formula, charge and spin is 105.7 kJ/mol. The LUMO energy is 0.911 eV. Its HOMO energy is -9.55 eV. Its total charge is 0. Its SMILES is C=CC.N.

Element x y z (Å)
N1 2.7505 -1.6973 1.2464
H1 2.7544 -0.7357 0.9432
H2 2.0775 -1.8987 1.9737
H3 2.4224 -2.2726 0.4765
C1 -0.6612 0.5394 -1.5558
C2 -0.8629 1.1374 -0.1763
C3 -1.9228 0.8574 0.5688
H4 -0.5175 1.3065 -2.2940
H5 -1.4758 -0.1459 -1.7616
H6 0.2317 -0.0719 -1.4112
H7 -0.0475 1.7017 0.2642
H8 -1.9537 0.8507 1.6477
H9 -2.7950 0.4290 0.0784

No. 5
Computed, not measured: a cluster of 2 separate species, C3H9N in total, with wB97M-V/def2-TZVPD.

The frontier orbital gap is 0.36854 hartree. As for the multiplicity: 1. The energy above the lowest of the compared OMol25 structures with the same formula, charge and spin is 173.4 kJ/mol. The LUMO energy is 1.108 eV. Its HOMO energy is -8.92 eV. Its total charge is 0. Its SMILES is C=NC.C.

Element x y z (Å)
C1 -1.0246 5.9559 -1.9815
H1 -0.7408 5.2926 -1.1763
H2 -2.0225 5.6369 -2.3475
H3 -1.2516 6.9909 -1.6929
H4 -0.4246 5.9690 -2.8943
C2 -0.2291 -3.1403 1.3025
C3 1.7739 -4.5093 1.1916
N1 0.5715 -4.3022 0.9213
H5 -0.4026 -3.0371 2.3864
H6 0.2244 -2.2633 0.8468
H7 -1.1886 -3.3037 0.8074
H8 2.4177 -5.0945 0.5249
H9 2.2970 -4.1948 2.1116

No. 6
Computed, not measured: a cluster of 2 separate species, C3H9N in total, with wB97M-V/def2-TZVPD.

The frontier orbital gap is 0.36716 hartree. As for the multiplicity: 1. The energy above the lowest of the compared OMol25 structures with the same formula, charge and spin is 133.8 kJ/mol. The LUMO energy is 1.088 eV. Its HOMO energy is -8.90 eV. Its total charge is 0. Its SMILES is C=CC.N.

Element x y z (Å)
N1 1.9436 -0.1524 -0.9887
H1 1.8369 -1.0329 -0.4772
H2 2.9351 -0.0214 -0.7659
H3 2.0151 -0.4588 -1.9596
C1 -0.4066 0.4148 1.3994
C2 -1.5768 0.1392 0.4960
C3 -1.3691 -0.1712 -0.7820
H4 -0.4415 1.4236 1.8207
H5 0.4659 0.1576 0.8036
H6 -0.4194 -0.2007 2.2674
H7 -2.5509 0.4649 0.8640
H8 -2.0415 -0.6378 -1.4925
H9 -0.3907 0.0752 -1.1853

No. 7
Computed, not measured: a cluster of 2 separate species, C3H9N in total, with wB97M-V/def2-TZVPD.

The frontier orbital gap is 0.33811 hartree. As for the multiplicity: 1. The energy above the lowest of the compared OMol25 structures with the same formula, charge and spin is 152.6 kJ/mol. The LUMO energy is 1.194 eV. Its HOMO energy is -8.01 eV. Its total charge is 0. Its SMILES is C=CN.C.

Element x y z (Å)
C1 3.6459 1.9060 4.6911
H1 3.7922 0.9784 4.1375
H2 3.9987 1.7200 5.7179
H3 4.2849 2.6198 4.1907
H4 2.5875 2.1576 4.5997
C2 -1.6674 -1.6485 -3.8468
C3 -2.2865 -0.7213 -3.0732
N1 -2.9707 -1.0600 -1.9245
H5 -1.0803 -2.3368 -3.2113
H6 -1.2360 -1.3514 -4.7809
H7 -2.5410 0.3128 -3.2803
H8 -2.8756 -2.0536 -1.7904
H9 -3.6517 -0.5229 -1.4294

No. 8
Computed, not measured: a cluster of 2 separate species, C3H9N in total, with wB97M-V/def2-TZVPD.

The frontier orbital gap is 0.37821 hartree. As for the multiplicity: 1. The energy above the lowest of the compared OMol25 structures with the same formula, charge and spin is 170.9 kJ/mol. The LUMO energy is 1.184 eV. Its HOMO energy is -9.11 eV. Its total charge is 0. Its SMILES is C=CC.N.

Element x y z (Å)
N1 -1.6809 1.1860 0.6668
H1 -0.6542 1.1171 0.6262
H2 -2.1457 1.5124 -0.1615
H3 -1.9281 1.7749 1.4492
C1 1.4769 -0.8830 0.4563
C2 0.7921 -0.1743 -0.6702
C3 -0.3750 -0.5484 -1.1348
H4 2.4384 -1.1708 0.0725
H5 1.4991 -0.2742 1.3255
H6 0.9947 -1.8926 0.7250
H7 1.4163 0.6591 -1.0284
H8 -1.0514 0.2619 -1.4041
H9 -0.7822 -1.5682 -0.9226

No. 9
Computed, not measured: a cluster of 2 separate species, C3H9N in total, with wB97M-V/def2-TZVPD.

The frontier orbital gap is 0.39154 hartree. As for the multiplicity: 1. The energy above the lowest of the compared OMol25 structures with the same formula, charge and spin is 127.3 kJ/mol. The LUMO energy is 1.129 eV. Its HOMO energy is -9.53 eV. Its total charge is 0. Its SMILES is C=NC.C.

Element x y z (Å)
C1 -1.9874 1.2017 1.8182
H1 -1.5845 1.6618 0.9172
H2 -2.4996 0.2805 1.5475
H3 -1.1598 1.0063 2.4977
H4 -2.6369 1.9057 2.3333
C2 1.2407 -0.2892 -1.8108
C3 0.3932 -1.0081 0.2406
N1 0.8863 -0.0447 -0.4130
H5 1.3745 -1.3632 -1.9768
H6 0.5322 0.2285 -2.4559
H7 2.2199 0.1647 -1.9804
H8 0.4017 -0.8637 1.3172
H9 0.0026 -1.8718 -0.3045

No. 10
Computed, not measured: the molecule C3H9N, with wB97M-V/def2-TZVPD.

The frontier orbital gap is 0.36146 hartree. As for the multiplicity: 1. The energy above the lowest of the compared OMol25 structures with the same formula, charge and spin is 59.2 kJ/mol. The LUMO energy is 1.270 eV. Its HOMO energy is -8.57 eV. Its total charge is 0. Its SMILES is CCNC.

Element x y z (Å)
C1 0.0870 1.6597 -0.9418
C2 -0.0032 0.1475 -0.7361
N1 0.1297 -0.1960 0.6732
C3 -0.1209 -1.6039 0.9935
H1 1.1282 1.9437 -1.1151
H2 -0.2431 2.2854 -0.1083
H3 -0.5200 1.9558 -1.7819
H4 0.8630 -0.2892 -1.2360
H5 -0.9079 -0.2818 -1.1841
H6 -0.4168 0.4092 1.2662
H7 0.7770 -2.0696 1.3898
H8 -0.9551 -1.7241 1.6851
H9 -0.4364 -2.1526 0.1079

No. 11
Computed, not measured: the molecule C3H9N2, with wB97M-V/def2-TZVPD.

The frontier orbital gap (spin up / spin down) is 0.37035 / 0.30882 hartree. As for the multiplicity: 2. The energy above the lowest of the compared OMol25 structures with the same formula, charge and spin is 152.2 kJ/mol. The LUMO energy (spin up / spin down) is 1.165 / -0.645 eV. Its HOMO energy (spin up / spin down) is -8.91 / -9.05 eV. Its total charge is 0.

Element x y z (Å)
C1 1.5596 -0.1450 0.5984
C2 0.6338 0.6313 -0.3645
N1 -0.2272 -0.3689 -1.0364
C3 -1.5992 -0.3727 -0.2384
N2 -1.2191 0.1503 1.0315
H1 0.9864 -0.8066 1.2050
H2 2.3376 -0.6385 0.0563
H3 2.1822 0.5819 1.0842
H4 0.0156 1.5052 -0.0033
H5 1.3939 1.0330 -1.1640
H6 -0.3158 -0.0129 -1.9777
H7 -1.9041 -1.4235 -0.1656
H8 -1.5260 -0.4467 1.7388
H9 -2.3178 0.3133 -0.7644

No. 12
Computed, not measured: a cluster of 2 separate species, C3H9N2 in total, with wB97M-V/def2-TZVPD.

The frontier orbital gap is 0.14957 hartree. As for the multiplicity: 1. The energy above the lowest of the compared OMol25 structures with the same formula, charge and spin is 576.7 kJ/mol. The LUMO energy is -8.532 eV. Its HOMO energy is -12.60 eV. Its total charge is +1.

Element x y z (Å)
C1 0.2168 -0.4923 -1.5961
C2 0.5324 0.7773 -0.8636
C3 0.2701 0.8571 0.4779
N1 -1.3961 -1.6717 2.8134
N2 1.0925 1.7714 -1.5694
H1 0.5847 -0.4515 -2.6254
H2 -0.8700 -0.5696 -1.6437
H3 0.6265 -1.3923 -1.1379
H4 0.6476 1.6634 1.1235
H5 -1.3345 -1.5684 3.8128
H6 -1.3702 -2.5973 2.4212
H7 -0.9267 -0.9862 2.2589
H8 0.6451 2.0429 -2.4498
H9 1.2819 2.6171 -1.0217

No. 13
Computed, not measured: the ion C3H9N2 with charge +1, with wB97M-V/def2-TZVPD.

The frontier orbital gap is 0.43334 hartree. As for the multiplicity: 1. The energy above the lowest of the compared OMol25 structures with the same formula, charge and spin is 154.9 kJ/mol. The LUMO energy is -3.307 eV. Its HOMO energy is -15.10 eV. Its total charge is +1. Its SMILES is C=C[NH2+]CN.

Element x y z (Å)
C1 0.8018 -0.4443 -0.5784
N1 2.0885 -0.1288 -0.0460
H1 0.3931 -1.1880 0.0931
H2 0.6541 -0.7104 -1.6208
H3 2.8012 0.0036 -0.7562
H4 2.4584 -0.8152 0.5939
C2 -1.9371 -0.4999 0.7231
C3 -1.2476 0.6099 0.5676
N2 -0.1146 0.7835 -0.3508
H5 -2.6950 -0.4765 1.4984
H6 -1.9291 -1.3238 0.0157
H7 -1.4438 1.5160 1.1331
H8 -0.3745 1.1761 -1.2605
H9 0.5445 1.4978 -0.0123

No. 14
Computed, not measured: the ion C3H9N2 with charge +2, with wB97M-V/def2-TZVPD.

The frontier orbital gap (spin up / spin down) is 0.41044 / 0.39474 hartree. As for the multiplicity: 2. The energy above the lowest of the compared OMol25 structures with the same formula, charge and spin is 0.0 kJ/mol. The LUMO energy (spin up / spin down) is -8.796 / -12.278 eV. Its HOMO energy (spin up / spin down) is -19.97 / -23.02 eV. Its total charge is +2.

Element x y z (Å)
C1 -0.5782 -1.3619 -0.1148
C2 -0.0085 -0.0228 -0.2821
C3 0.2465 0.9445 0.7063
N1 -0.0264 0.7549 1.9616
N2 0.4883 0.3205 -1.6319
H1 0.2104 -2.0795 0.1686
H2 -1.1309 -1.7055 -0.9857
H3 -1.2581 -1.4083 0.7463
H4 0.6528 1.9216 0.4646
H5 -0.4978 -0.0827 2.3125
H6 0.0826 1.4921 2.6622
H7 -0.1883 0.9336 -2.1178
H8 0.6041 -0.4999 -2.2448
H9 1.4034 0.7934 -1.6451

No. 15
Computed, not measured: a cluster of 2 separate species, C3H9N2 in total, with wB97M-V/def2-TZVPD.

The frontier orbital gap (spin up / spin down) is 0.41408 / 0.36011 hartree. As for the multiplicity: 2. The energy above the lowest of the compared OMol25 structures with the same formula, charge and spin is 157.8 kJ/mol. The LUMO energy (spin up / spin down) is -9.642 / -12.925 eV. Its HOMO energy (spin up / spin down) is -20.91 / -22.72 eV. Its total charge is +2.

Element x y z (Å)
C1 -0.4730 -0.4171 -2.0838
N1 0.5901 0.0150 -1.5495
H1 -1.1910 -0.9907 -1.4742
H2 -0.6959 -0.1988 -3.1110
H3 1.2309 0.6557 -2.0119
H4 0.6345 -0.0967 -0.5404
C2 -0.6022 -0.8401 0.9677
C3 0.3681 -0.0727 1.5321
N2 0.2538 1.2786 1.8721
H5 -1.5807 -0.4859 0.7598
H6 -0.4230 -1.9175 0.6921
H7 1.3658 -0.5063 1.7562
H8 -0.5577 1.7546 1.5181
H9 1.0803 1.8220 1.6726

No. 16
Computed, not measured: the ion C3H9N2O with charge -1, with wB97M-V/def2-TZVPD.

The frontier orbital gap is 0.24286 hartree. As for the multiplicity: 1. The energy above the lowest of the compared OMol25 structures with the same formula, charge and spin is 104.2 kJ/mol. The LUMO energy is 4.266 eV. Its HOMO energy is -2.34 eV. Its total charge is -1. Its SMILES is NCCNC[O-].

Element x y z (Å)
C1 -0.9539 -0.0473 0.6413
N1 -0.2767 1.0661 0.0696
C2 0.0757 1.1405 -1.3720
O1 0.9997 2.0623 -1.5963
C3 -0.0652 -1.3043 0.6685
N2 1.3511 -0.9810 0.9524
H1 -1.8418 -0.3084 0.0452
H2 -1.2763 0.2687 1.6346
H3 -0.3533 2.0087 0.4094
H4 -0.8986 1.2971 -1.9349
H5 0.3798 0.1071 -1.6655
H6 -0.1514 -1.8101 -0.3083
H7 -0.3860 -2.0364 1.4141
H8 1.4375 0.0105 0.7301
H9 1.9593 -1.4736 0.3120